Computed, not measured: a cluster of 5 separate species, C21H43Br3N8O12PS2 in total, with ωB97M-V with the def2-TZVPD basis set.

The geometry in XYZ format:
```
90
Properties=species:S:1:pos:R:3
C -0.668 4.517 0.465
C -0.168 3.147 1.284
N -0.630 1.862 0.666
C 0.476 1.019 0.075
N 0.857 -0.195 0.886
P 2.320 -0.040 1.889
O 2.841 1.598 2.124
Br 1.668 -0.691 4.017
C 0.912 -1.504 0.069
O -0.486 -2.037 0.162
S 1.926 -2.791 1.055
C 1.461 -1.291 -1.455
N 2.995 -1.167 -1.305
C 3.389 0.142 -1.431
S 4.176 1.579 -0.906
C 1.338 -2.652 -2.423
Br 0.525 -4.402 -1.895
C 1.914 -2.653 -3.831
C 1.777 -4.020 -4.788
Br 2.877 -1.129 -4.690
O 0.851 -0.213 -2.223
C -0.004 0.690 -1.477
C -1.639 0.341 -1.582
C -1.988 -0.765 -2.745
C -3.599 -0.686 -3.154
C -4.579 -0.352 -1.868
O -4.974 1.082 -1.901
C -5.745 1.385 -0.674
C 0.071 2.154 -2.294
N 1.476 2.640 -2.536
C 1.291 3.949 -3.332
H -0.549 5.496 1.102
H -1.714 4.390 -0.043
H 0.116 4.620 -0.430
H 0.983 3.277 1.425
H -0.692 3.231 2.351
H -1.302 1.320 1.248
H 1.421 1.738 -0.053
H 0.063 -0.338 1.582
H 3.820 1.526 2.398
H -0.459 -2.988 0.496
H 3.299 -2.568 0.900
H 2.216 -3.810 -5.865
H 2.481 -4.820 -4.272
H 0.659 -4.388 -4.874
H -2.066 -0.031 -0.531
H -2.258 1.323 -1.832
H -1.380 -0.429 -3.711
H -1.703 -1.834 -2.359
H -3.935 -1.670 -3.725
H -3.762 0.207 -3.929
H -4.139 -0.675 -0.831
H -5.574 -0.963 -2.049
H -6.618 2.153 -0.881
H -5.008 1.913 0.091
H -6.215 0.418 -0.209
H -0.384 1.898 -3.368
H -0.665 2.955 -1.837
H 2.048 1.983 -3.109
H 0.339 4.545 -2.947
H 1.104 3.603 -4.456
H 2.214 4.669 -3.244
C 1.492 8.112 -0.439
N 1.011 7.128 -1.446
O -0.154 6.729 -1.337
O 1.818 6.784 -2.318
H 0.682 8.323 0.263
H 2.344 7.666 0.078
H 1.782 9.018 -0.975
C 1.330 -6.822 2.573
N -0.145 -6.637 2.624
O -0.607 -5.620 2.093
O -0.798 -7.517 3.195
H 1.775 -5.976 2.044
H 1.692 -6.866 3.602
H 1.527 -7.755 2.042
C -3.600 -8.119 4.440
N -4.776 -8.860 4.971
O -4.566 -9.971 5.472
O -5.877 -8.305 4.870
H -2.703 -8.722 4.595
H -3.771 -7.949 3.375
H -3.531 -7.176 4.986
C 4.191 3.985 5.051
N 5.081 3.451 3.985
O 5.070 2.229 3.798
O 5.765 4.274 3.365
H 3.651 3.154 5.510
H 4.823 4.488 5.786
H 3.496 4.684 4.580
```

Multiplicity: 1
E_HOMO (eV): -11.17
Charge: +1
Electronic energy (a.u.): -11025.6155

Computed, not measured: a structure of composition C21H43FO6SSi2, with ωB97M-V with the def2-TZVPD basis set.

The geometry in XYZ format:
```
74
Properties=species:S:1:pos:R:3
C -3.022 2.241 -1.653
C -1.904 2.574 -1.370
C -0.531 2.982 -1.056
Si 0.575 1.478 -0.676
F -0.337 0.177 -0.884
C 1.197 1.599 1.084
C 0.629 0.512 2.038
C 0.276 1.078 3.428
C 1.441 1.041 4.408
O 1.042 1.461 5.707
O 1.884 1.478 -1.691
Si 2.029 0.334 -2.903
S 3.954 0.654 -3.817
C 2.052 -1.405 -2.275
C 2.968 -1.615 -1.047
C 3.099 -3.120 -0.737
C 3.631 -3.407 0.672
C 2.555 -3.857 1.673
O 1.655 -4.792 1.117
C 0.323 -4.340 0.962
C -0.306 -4.913 -0.299
O 0.858 0.451 -4.065
C 0.435 1.762 -4.471
C -0.150 1.659 -5.879
C 0.905 1.798 -6.980
H -3.956 1.934 -2.061
H -0.127 3.548 -1.896
H -0.563 3.640 -0.187
H 0.908 2.582 1.463
H 2.288 1.592 1.057
H -0.278 0.069 1.627
H 1.393 -0.257 2.162
H -0.514 0.453 3.856
H -0.069 2.109 3.338
H 2.207 1.755 4.097
H 1.869 0.034 4.459
H 0.129 1.187 5.851
H 3.905 1.951 -4.164
H 1.053 -1.796 -2.075
H 2.460 -2.022 -3.085
H 2.589 -1.078 -0.172
H 3.951 -1.200 -1.285
H 3.762 -3.545 -1.492
H 2.115 -3.558 -0.894
H 4.355 -4.224 0.598
H 4.184 -2.549 1.058
H 2.043 -2.981 2.085
H 3.056 -4.348 2.512
H 0.254 -3.248 0.924
H -0.270 -4.677 1.822
H -0.181 -5.994 -0.343
H -1.381 -4.717 -0.283
H 0.100 -4.449 -1.197
H 1.261 2.480 -4.447
H -0.369 2.077 -3.800
H -0.599 0.666 -5.943
H -0.961 2.376 -6.016
H 1.764 1.172 -6.728
H 0.503 1.416 -7.919
H 1.228 2.828 -7.121
O -2.793 0.450 4.967
C -3.431 0.854 4.033
O -3.896 2.114 4.049
C -4.508 2.737 2.915
C -5.985 2.420 2.822
C -3.774 -0.051 2.870
H -3.971 2.484 1.999
H -4.368 3.805 3.077
H -6.160 1.354 2.675
H -6.437 2.959 1.989
H -6.491 2.711 3.743
H -4.655 -0.635 3.132
H -2.939 -0.729 2.711
H -3.957 0.470 1.933
```

Multiplicity: 1
E_HOMO (eV): -9.55
ΔE to the lowest compared entry with this formula, charge and spin (kcal per mole): 0.0
Electronic energy (a.u.): -2354.6219

Look up the electronic energy of the second one. -2354.6219 a.u.